Run i
Here is a cluster of 2 separate species, C2H2FN in total from the OMol25 dataset. Energies are from ωB97M-V/def2-TZVPD.

Summary:
LUMO level, eV: 0.281
HOMO-LUMO gap, hartree: 0.42958
Total charge: 0

Geometry (Å):
C (-0.990, 0.293, 0.040)
C (0.387, -0.173, 0.139)
N (-2.112, 0.524, -0.071)
F (0.586, -1.503, -0.040)
H (1.132, 0.541, -0.945)
H (0.997, 0.318, 0.877)



Run ii
Here is an isolated molecule of C2H2FN from the OMol25 dataset. Energies are from ωB97M-V/def2-TZVPD.

Summary:
LUMO level, eV: 0.709
HOMO-LUMO gap, hartree: 0.47739
Total charge: 0
SMILES string: N#CCF

Geometry (Å):
N (0.575, -2.053, -0.649)
C (0.278, -0.985, -0.289)
C (-0.130, 0.487, 0.212)
F (-0.490, 1.250, -0.848)
H (0.748, 0.926, 0.689)
H (-0.981, 0.376, 0.885)



Which is most stable? The ranking, best first, is run ii, run i.



Run i
Here is a cluster of 2 separate species, C3H5Cl2N in total from the OMol25 dataset. Energies are from ωB97M-V/def2-TZVPD.

Summary:
LUMO level, eV: 0.735
HOMO-LUMO gap, hartree: 0.34657
Total charge: 0

Geometry (Å):
C (-1.616, 0.263, 1.640)
C (-1.085, 0.632, 0.483)
C (2.191, -1.066, -0.617)
N (1.771, 0.038, -1.162)
Cl (-1.879, 0.333, -0.999)
Cl (1.310, -2.427, -1.075)
H (-2.691, -0.039, 1.840)
H (-1.054, 0.236, 2.617)
H (-0.111, 1.014, 0.121)
H (2.257, 0.918, -1.082)
H (0.908, 0.099, -1.764)



Run ii
Here is an isolated molecule of C3H5Cl2N from the OMol25 dataset. Energies are from ωB97M-V/def2-TZVPD.

Summary:
LUMO level, eV: 0.839
HOMO-LUMO gap, hartree: 0.40428
Total charge: 0
SMILES string: ClC(Cl)[C@H]1CN1

Geometry (Å):
Cl (-0.243, 1.685, 0.130)
C (-0.414, 0.071, -0.524)
Cl (-1.739, -0.906, 0.069)
C (0.860, -0.783, -0.217)
C (2.210, -0.319, -0.535)
N (1.521, -0.551, 0.946)
H (-0.761, 0.265, -1.543)
H (0.651, -1.789, -0.614)
H (2.305, 0.866, -0.718)
H (2.927, -1.153, -0.766)
H (1.983, -1.394, 1.281)



Which is most stable? The ranking, best first, is run ii, run i.



Run i
Here is a cluster of 2 separate species, H5N3S in total from the OMol25 dataset. Energies are from ωB97M-V/def2-TZVPD.

Summary:
LUMO level (alpha / beta), eV: 0.271 / 0.271
HOMO-LUMO gap (alpha / beta), hartree: 0.30740 / 0.30742
Total charge: 0
SMILES string: NN=S.N

Geometry (Å):
N (-0.786, 1.066, 0.300)
N (-1.304, -0.055, 0.107)
S (-2.763, -0.151, -0.379)
H (0.232, 1.263, 0.446)
H (-1.428, 1.990, 0.256)
N (1.411, -0.774, -0.289)
H (1.224, -1.534, -0.976)
H (0.962, -1.082, 0.632)
H (2.452, -0.723, -0.097)



Run ii
Here is a cluster of 2 separate species, H5N3S in total from the OMol25 dataset. Energies are from ωB97M-V/def2-TZVPD.

Summary:
LUMO level (alpha / beta), eV: -0.537 / -0.537
HOMO-LUMO gap (alpha / beta), hartree: 0.27030 / 0.27028
Total charge: 0

Geometry (Å):
N (0.920, -0.708, 0.695)
N (-0.726, 1.445, 0.297)
N (0.426, -0.296, -0.483)
S (-0.768, -1.328, -1.017)
H (0.964, 0.062, 1.354)
H (0.541, -1.527, 1.173)
H (-0.053, 1.900, 0.892)
H (-0.930, 1.827, -0.599)
H (-0.374, -1.376, -2.313)



Which is most stable? The ranking, best first, is run i, run ii.



Run i
Here is a cluster of 2 separate species, C7H15N2S in total from the OMol25 dataset. Energies are from ωB97M-V/def2-TZVPD.

Summary:
LUMO level, eV: -4.009
HOMO-LUMO gap, hartree: 0.27387
Total charge: +1

Geometry (Å):
C (-0.474, 0.307, 1.169)
C (-2.255, -0.926, -2.644)
C (-0.818, -1.491, -1.250)
C (-0.678, -0.957, -2.643)
C (-0.186, -1.897, -3.781)
C (2.032, 1.704, 3.485)
C (1.415, 0.370, 3.056)
N (-1.202, 0.890, 2.017)
N (-2.109, -1.372, -1.259)
S (1.196, 0.161, 1.301)
H (-2.745, 0.021, -2.755)
H (-2.761, -1.698, -3.267)
H (-0.040, -2.040, -0.681)
H (-0.020, -0.036, -2.739)
H (0.845, -1.944, -3.712)
H (-0.294, -1.319, -4.671)
H (-0.671, -2.825, -3.730)
H (2.356, 1.893, 4.521)
H (3.005, 1.757, 2.862)
H (1.386, 2.462, 2.949)
H (0.446, 0.152, 3.548)
H (2.219, -0.397, 3.286)
H (-0.668, 1.405, 2.744)
H (-2.113, 1.174, 1.821)
H (-2.913, -1.424, -0.643)



Run ii
Here is a cluster of 2 separate species, C7H15N2S in total from the OMol25 dataset. Energies are from ωB97M-V/def2-TZVPD.

Summary:
LUMO level, eV: -3.210
HOMO-LUMO gap, hartree: 0.29501
Total charge: +1

Geometry (Å):
S (0.507, 1.199, 1.628)
C (-1.784, 1.883, 0.154)
C (-1.287, 0.797, 3.752)
C (-0.667, 2.443, 1.026)
C (-0.578, 0.112, 2.590)
H (-1.360, 1.321, -0.695)
H (-2.398, 2.709, -0.243)
H (-2.436, 1.207, 0.733)
H (-1.989, 1.566, 3.388)
H (-1.853, 0.052, 4.337)
H (-0.550, 1.279, 4.416)
H (-0.033, 3.136, 0.440)
H (-1.079, 3.008, 1.884)
H (-1.307, -0.375, 1.913)
H (0.107, -0.672, 2.967)
C (1.234, -2.642, -3.694)
C (0.493, -2.000, -2.738)
C (2.638, -1.542, -2.366)
N (2.547, -2.338, -3.435)
N (1.389, -1.333, -1.938)
H (0.931, -3.281, -4.524)
H (-0.583, -1.967, -2.569)
H (3.552, -1.140, -1.928)
H (3.362, -2.671, -3.981)
H (1.145, -0.749, -1.118)



Which is most stable? The ranking, best first, is run ii, run i.